Density functional theory data (ωB97M-V/def2-TZVPD) for a molecular structure, C20H13Cl2NO6S.

Computed properties:
- DFT total energy (eV) = -70589.2361

The geometry in XYZ format:
```
43
Properties=species:S:1:pos:R:3:forces:R:3
C 6.939 1.184 1.091 -0.63 8.25 -5.84
H 7.480 1.152 0.001 -0.93 1.01 2.38
O 6.052 0.288 1.131 -9.16 -7.30 -1.32
C 4.855 0.205 0.343 -1.74 -1.21 -1.33
C 3.883 -0.954 0.418 6.11 2.52 4.76
C 2.653 -0.896 -0.151 0.78 -0.20 0.08
C 2.385 0.044 -1.023 -0.16 9.45 -9.10
C 3.394 1.204 -1.505 -1.48 -1.84 3.40
C 4.502 1.235 -0.709 2.09 -1.53 1.77
H 5.314 1.950 -0.783 -0.33 0.43 -0.35
H 3.180 2.135 -2.116 -0.14 -1.84 0.41
C 1.138 0.033 -1.966 2.73 -8.10 7.01
C 0.603 -1.354 -1.520 3.42 6.59 -0.13
C -0.680 -1.608 -1.821 -7.29 -4.30 -5.35
O -1.358 -1.275 -2.909 3.12 -1.16 5.72
O -1.154 -2.759 -0.964 3.12 2.55 -1.97
C -2.311 -3.485 -1.288 -2.80 14.08 -1.38
H -2.814 -2.954 -2.177 1.03 -1.68 0.21
C -3.200 -2.996 -0.229 -6.41 -8.27 4.56
O -4.008 -3.964 0.374 4.06 4.25 -3.05
C -3.351 -1.753 0.332 -0.06 5.42 6.80
C -3.574 -1.526 1.959 1.43 -0.27 -8.51
C -3.418 -0.266 2.462 -1.10 -4.27 3.95
C -3.291 0.813 1.810 1.36 4.58 -10.99
C -3.084 0.813 0.006 -2.06 -9.30 9.63
C -3.051 -0.580 -0.362 -0.83 2.96 -2.41
H -3.047 -0.843 -1.429 0.57 0.87 -0.05
N -2.790 1.953 -0.532 -0.32 -6.55 -2.63
C -2.949 3.007 0.130 5.01 7.68 -6.49
O -2.528 3.990 -0.537 -1.00 1.09 1.51
C -3.398 3.215 1.394 -7.40 -9.27 0.06
H -4.527 3.246 1.244 1.03 0.56 0.90
O -3.124 2.010 2.272 -0.19 2.23 1.25
H -2.987 3.831 1.937 3.82 7.22 4.60
H -2.577 1.616 -1.463 0.61 2.67 -1.08
H -3.472 -0.069 3.510 -0.02 -0.39 0.96
H -3.569 -2.506 2.223 -0.43 -2.29 2.48
H -2.194 -4.377 -1.205 1.37 -10.69 0.19
S 1.411 -1.933 -0.096 -2.83 -3.77 0.40
Cl 0.547 1.081 -3.004 -0.62 1.69 -1.61
Cl 4.208 -2.058 1.929 -0.65 1.17 -2.36
H 6.357 2.257 1.454 2.31 -2.09 -1.37
H 7.555 0.895 1.770 4.62 -0.96 4.27
```
Positions in Å, forces in eV/Å.

Atomic partial charges in e from the Mulliken method, atoms 1 to 2: atom 1 (C): -0.7453, atom 2 (H): 0.2861


Density functional theory data (ωB97M-V/def2-TZVPD) for C20H13ClF3NO4S in the gas phase.

Computed properties:
- SMILES = O=[N+]([O-])c1ccc(S(=O)(=O)[C@H](Cl)[C@@H](c2cccc(F)c2)c2cc(F)cc(F)c2)cc1
- DFT total energy (eV) = -62136.2889

The geometry in XYZ format:
```
43
Properties=species:S:1:pos:R:3:forces:R:3
O 1.607 -4.926 5.895 -0.44 -0.36 -2.50
N 1.372 -5.244 4.706 1.02 -2.61 2.29
O 1.334 -6.434 4.314 0.11 2.49 0.60
C 1.079 -4.212 3.761 -1.25 1.77 -1.32
C 0.680 -4.561 2.465 -0.23 0.02 0.34
C 0.026 -3.630 1.651 0.42 0.44 -0.23
C -0.147 -2.301 2.077 0.53 0.06 0.52
S -1.000 -1.048 1.002 -1.26 0.80 -1.08
O -1.468 -1.814 -0.140 0.49 -0.03 0.55
O -1.940 -0.319 1.820 0.70 -0.56 -0.02
C 0.169 0.339 0.161 1.13 -2.26 1.86
Cl 0.520 1.558 1.351 -0.13 0.30 0.56
C -0.119 0.919 -1.193 -1.42 0.03 -1.00
C -1.536 1.478 -1.434 -0.33 -0.22 0.22
C -2.491 0.531 -1.832 -0.17 0.23 -0.39
C -3.727 0.904 -2.354 0.09 0.70 0.27
C -4.056 2.269 -2.459 0.60 -0.13 0.01
C -3.139 3.196 -1.955 -0.40 0.08 -0.34
F -3.420 4.542 -2.118 0.29 -1.27 0.47
C -1.923 2.821 -1.376 -0.17 0.30 -0.07
C 1.060 1.791 -1.630 0.99 -0.12 -0.01
C 1.048 3.152 -1.937 0.08 0.31 0.04
C 2.236 3.796 -2.300 0.15 0.24 -0.25
F 2.191 5.140 -2.593 -0.03 -1.28 0.33
C 3.456 3.138 -2.441 -0.85 -0.32 -0.01
C 3.416 1.767 -2.188 0.38 -0.27 -0.33
F 4.544 1.029 -2.469 -0.91 0.64 0.51
C 2.278 1.100 -1.751 0.28 0.39 -0.14
C 0.274 -1.952 3.372 0.45 0.15 -0.24
C 0.930 -2.881 4.190 -0.23 -0.50 -0.01
H 0.847 -5.582 2.134 -0.26 0.19 0.03
H -0.342 -3.950 0.682 0.11 0.18 0.02
H 1.051 -0.323 0.096 -0.09 0.56 -0.10
H -0.082 0.058 -1.879 -0.02 0.13 0.19
H -2.256 -0.521 -1.742 0.07 0.08 -0.23
H -4.419 0.136 -2.704 0.17 0.30 0.12
H -4.961 2.596 -2.970 0.24 0.00 0.29
H -1.305 3.588 -0.901 -0.36 -0.30 -0.31
H 0.139 3.741 -1.911 0.44 -0.10 -0.12
H 4.337 3.634 -2.824 -0.02 -0.03 0.12
H 2.340 0.041 -1.514 0.09 0.13 -0.25
H 0.109 -0.946 3.757 0.06 -0.18 -0.20
H 1.289 -2.621 5.183 -0.30 0.03 -0.20
```
Positions in Å, forces in eV/Å.

Atomic partial charges in e from the Mulliken method, atoms 1 to 2: atom 1 (O): -0.5535, atom 2 (N): 0.9027


Density functional theory data (ωB97M-V/def2-TZVPD) for a molecular structure, C20H13ClF6N8O10RuS2.

Computed properties:
- ⟨S²⟩ = 8.757
- relative energy (zero: lowest compared OMol25 entry of this formula, charge and spin) (eV) = 0.086
- total charge = -1
- multiplicity = 6
- DFT total energy (eV) = -106428.6667

The geometry in XYZ format:
```
61
Properties=species:S:1:pos:R:3:forces:R:3
Ru -0.344 0.506 -0.353 0.50 0.46 -0.18
O 0.673 0.954 -6.308 0.51 -0.40 -0.69
C 1.452 -0.057 -5.937 -0.07 0.63 -0.24
O 2.157 -0.655 -6.722 -0.38 0.12 0.49
C 1.408 -0.374 -4.485 -0.17 -0.63 0.67
C 2.043 -1.460 -3.872 -0.70 1.25 1.18
Cl 3.121 -2.631 -4.383 0.35 -0.31 -0.57
N 1.716 -1.417 -2.539 0.58 -0.39 -1.33
N 0.892 -0.422 -2.277 -0.71 0.68 -0.06
C 0.670 0.225 -3.414 0.52 -0.56 -0.04
C -0.309 1.358 -3.338 0.18 -0.09 0.73
O -0.562 1.991 -4.356 -0.31 0.46 -0.36
O -0.810 1.564 -2.182 0.16 -0.08 -0.41
C 1.991 -2.412 -1.570 -0.25 -0.01 0.59
C 1.446 -3.660 -1.750 0.58 -0.90 1.01
C 1.607 -4.619 -0.749 0.00 0.28 -0.54
C 2.295 -4.338 0.418 0.00 0.25 -0.51
C 2.829 -3.070 0.561 -0.01 0.28 0.50
C 2.648 -2.082 -0.405 0.54 -0.35 0.23
H 0.177 1.425 -5.574 -0.03 -0.19 0.33
H 0.936 -3.924 -2.641 -0.51 -0.04 -0.69
H 1.165 -5.579 -0.898 -0.24 -0.49 -0.02
H 2.403 -5.088 1.192 -0.01 0.09 -0.02
H 3.344 -2.848 1.486 0.06 0.28 -0.05
H 3.046 -1.090 -0.262 -0.01 0.14 0.08
F -2.263 -1.033 4.353 -0.14 -0.01 -0.45
C -0.947 -1.074 4.565 -0.17 0.04 -0.02
F -0.716 -2.112 5.362 0.30 -0.03 0.10
F -0.633 0.053 5.205 0.33 0.10 0.04
S 0.062 -1.227 3.002 0.13 0.80 -0.20
O -0.409 -0.145 2.135 0.04 -0.55 0.88
O 1.418 -1.219 3.467 -0.68 0.04 -0.16
N -0.400 -2.642 2.532 -0.24 -0.44 -0.06
S -1.001 -2.992 1.129 -0.36 0.20 0.03
O -0.576 -2.101 0.072 -0.20 0.36 -0.02
O -0.905 -4.388 0.886 0.10 -0.55 -0.04
C -2.866 -2.807 1.284 0.13 -0.28 0.97
F -3.412 -2.923 0.087 -0.12 -0.08 -0.10
F -3.355 -3.775 2.105 0.42 0.29 -0.71
F -3.246 -1.657 1.840 0.15 0.31 -0.20
C 1.039 5.802 0.675 -0.13 -0.31 -0.39
N 0.059 4.781 1.046 0.37 0.29 0.00
C -0.789 4.978 2.085 0.37 0.12 -0.38
C -1.647 4.046 2.474 -1.04 -1.63 0.35
C -1.651 2.783 1.718 -0.17 1.48 0.72
N -0.798 2.578 0.729 0.10 0.55 0.11
C 0.076 3.599 0.337 0.39 -0.98 -1.82
O 0.810 3.487 -0.650 -0.88 0.15 1.51
N -2.622 1.915 2.014 0.35 -1.14 -0.21
H 0.809 6.663 1.287 0.24 0.30 0.03
H 0.968 6.047 -0.391 -0.15 -0.08 0.31
H 2.053 5.434 0.844 -0.12 0.06 0.14
H -0.729 5.945 2.519 0.01 0.61 0.49
H -2.366 4.155 3.306 0.63 0.15 -0.67
H -3.052 1.894 2.929 0.21 0.29 -0.24
H -2.557 1.017 1.517 -0.26 0.38 0.25
N 2.631 1.079 1.234 -0.91 0.16 -0.70
C 1.639 1.027 0.622 0.60 -0.63 0.28
O -4.665 0.036 -1.014 0.50 0.14 0.13
C -3.539 0.177 -0.668 -0.53 -0.20 -0.21
N -2.418 0.301 -0.281 0.16 -0.39 0.11
```
Positions in Å, forces in eV/Å.

Atomic partial charges in e from the Mulliken method, atoms 1 to 2: atom 1 (Ru): 2.2772, atom 2 (O): -0.5675


Density functional theory data (ωB97M-V/def2-TZVPD) for C20H13F7N4O4S2 in the gas phase.

Computed properties:
- relative energy (zero: lowest compared OMol25 entry of this formula, charge and spin) (eV) = 0.000
- SMILES = O=C(CSc1nc(-c2cccs2)cc(C(F)(F)F)n1)Nc1cc(OCC(F)(F)C(F)F)cc([N+](=O)[O-])c1
- DFT total energy (eV) = -75792.9236

The geometry in XYZ format:
```
50
Properties=species:S:1:pos:R:3:forces:R:3
O -0.162 0.888 3.602 0.30 0.02 0.12
C -1.316 0.890 3.261 -0.34 -0.03 0.26
C -2.248 2.062 3.540 -0.10 0.36 -0.34
S -3.323 2.381 2.092 -0.42 0.16 0.41
C -2.093 2.137 0.854 0.41 0.11 0.06
N -2.455 1.495 -0.234 -0.31 -0.15 -0.26
C -1.498 1.180 -1.113 0.62 0.53 0.69
C -1.887 0.393 -2.243 -0.21 -0.59 -0.95
C -3.165 0.005 -2.582 0.58 0.35 0.31
C -3.200 -0.805 -3.724 0.19 -0.18 -0.35
C -1.957 -1.037 -4.239 0.08 0.21 0.10
S -0.719 -0.262 -3.355 -0.58 0.09 0.17
C -0.162 1.566 -0.882 -0.40 0.07 0.15
C 0.073 2.270 0.279 -0.19 -0.17 -0.19
C 1.463 2.729 0.651 0.61 0.12 0.17
F 1.468 3.792 1.449 -0.23 0.03 0.01
F 2.194 3.041 -0.429 -0.12 -0.02 -0.28
F 2.136 1.752 1.289 -0.12 -0.15 0.11
N -0.874 2.548 1.164 0.13 0.27 -0.07
N -1.926 -0.131 2.574 -0.38 -0.27 0.19
C -1.317 -0.988 1.661 0.32 -0.36 -0.37
C 0.061 -1.200 1.653 0.34 0.00 0.07
C 0.643 -1.958 0.643 -0.62 0.03 -0.12
O 1.969 -2.213 0.529 0.06 -0.18 -0.05
C 2.908 -1.499 1.292 0.38 0.30 0.15
C 4.148 -1.282 0.416 -0.38 -0.09 -0.06
F 4.901 -2.402 0.327 -0.13 -0.26 -0.15
F 4.954 -0.354 0.993 -0.19 0.30 0.08
C 3.821 -0.807 -1.022 0.57 0.01 -0.06
F 3.439 -1.837 -1.791 0.07 -0.39 -0.18
F 2.794 0.068 -1.003 -0.23 0.41 0.24
C -0.153 -2.530 -0.349 -0.02 -0.05 -0.05
C -1.523 -2.340 -0.298 0.87 0.60 1.09
N -2.353 -2.907 -1.333 -0.23 -0.17 -0.44
O -1.801 -3.368 -2.307 0.11 -0.26 -0.19
O -3.553 -2.869 -1.175 -0.41 -0.06 0.04
C -2.122 -1.576 0.692 0.00 -0.19 -0.10
H -1.648 2.943 3.762 0.03 -0.21 0.04
H -2.919 1.851 4.372 -0.01 -0.01 0.03
H -4.025 0.303 -2.012 -0.14 0.05 0.14
H -4.101 -1.216 -4.140 -0.13 -0.10 -0.08
H -1.698 -1.634 -5.091 0.02 -0.14 -0.18
H 0.629 1.320 -1.569 0.14 0.00 -0.08
H -2.926 -0.028 2.432 0.28 0.13 -0.03
H 0.651 -0.749 2.434 0.04 -0.01 0.02
H 2.551 -0.509 1.591 -0.01 -0.16 -0.07
H 3.207 -2.069 2.181 -0.03 0.12 -0.11
H 4.694 -0.317 -1.481 -0.15 -0.12 0.19
H 0.299 -3.109 -1.137 0.02 -0.03 -0.06
H -3.190 -1.426 0.676 -0.07 0.05 -0.01
```
Positions in Å, forces in eV/Å.

Atomic partial charges in e from the Mulliken method, atoms 1 to 2: atom 1 (O): -0.5855, atom 2 (C): 0.3574


Density functional theory data (ωB97M-V/def2-TZVPD) for a molecular structure, C20H14Br4NO3Pt.

Computed properties:
- relative energy (zero: lowest compared OMol25 entry of this formula, charge and spin) (eV) = 0.530
- total charge = -1
- DFT total energy (eV) = -312017.3296

The geometry in XYZ format:
```
43
Properties=species:S:1:pos:R:3:forces:R:3
Pt -0.389 -1.678 -0.018 -0.56 -0.63 -0.68
Br 2.045 -4.429 5.818 -0.01 0.01 0.00
C 1.905 -3.564 4.141 0.03 -0.02 0.01
C 2.930 -2.754 3.681 0.00 0.00 0.00
Br 4.486 -2.471 4.719 -0.01 -0.02 -0.01
C 2.804 -2.124 2.432 0.01 -0.04 -0.04
Br 4.187 -1.054 1.707 -0.05 0.00 0.00
C 1.669 -2.290 1.659 -0.11 -0.18 -0.18
O 1.529 -1.752 0.444 0.08 0.53 0.69
C 0.604 -3.117 2.131 0.06 0.11 0.09
O -0.469 -3.219 1.383 0.20 0.16 -0.05
C 0.754 -3.746 3.363 0.02 -0.02 -0.09
Br -0.684 -4.837 3.924 -0.01 -0.01 0.00
C -2.211 -3.943 -1.038 -0.04 -0.16 -0.11
O -2.503 -2.536 -0.966 0.45 0.39 0.65
H -3.138 -4.520 -1.081 -0.03 0.05 -0.03
H -1.604 -4.266 -0.195 -0.04 0.01 0.01
H -1.653 -4.092 -1.959 -0.01 0.04 -0.01
H -2.946 -2.370 -0.125 -0.17 -0.08 -0.04
N -0.582 -0.238 -1.291 0.25 0.10 -0.19
C -0.381 1.009 -1.231 -0.08 -0.05 -0.02
C -0.860 1.833 -2.399 0.06 0.02 -0.04
C -0.237 3.027 -2.756 -0.02 -0.02 -0.04
C -0.656 3.744 -3.870 0.01 0.00 0.02
C -1.712 3.281 -4.640 0.00 -0.01 0.00
C -2.340 2.090 -4.292 0.00 0.00 0.00
C -1.915 1.372 -3.186 -0.02 0.02 0.01
C 0.217 1.780 -0.086 -0.07 -0.06 0.01
C -0.443 2.920 0.377 -0.04 -0.05 0.07
C 0.023 3.610 1.486 -0.03 0.02 -0.02
C 1.167 3.178 2.142 0.04 -0.03 0.00
C 1.844 2.061 1.673 -0.01 0.02 -0.01
C 1.374 1.368 0.566 0.06 0.05 -0.10
H 0.593 3.391 -2.163 -0.01 0.01 0.01
H -0.154 4.667 -4.135 0.00 -0.01 0.00
H -2.044 3.841 -5.506 0.00 0.00 0.00
H -3.164 1.718 -4.890 0.00 0.01 0.01
H -2.381 0.435 -2.911 0.02 -0.01 0.00
H -1.341 3.257 -0.127 0.01 0.00 0.00
H -0.509 4.486 1.838 -0.01 -0.01 0.01
H 1.531 3.712 3.012 0.01 0.00 0.00
H 2.743 1.718 2.169 0.02 -0.02 0.01
H 1.913 0.507 0.199 -0.02 -0.13 0.05
```
Positions in Å, forces in eV/Å.

Atomic partial charges in e from the Mulliken method, atoms 1 to 2: atom 1 (Pt): 0.5859, atom 2 (Br): -0.2020